Record 1
Entry from OMol25: a molecular structure, C22H37ClP2Pt (ωB97M-V/def2-TZVPD).

Last column: Mulliken spin population.
Cartesian coordinates (Å):
P: -1.69843 -0.60481 -0.63111  0.23
P: -0.64202 -2.73817 1.34422  0.21
C: -1.77880 -2.42916 -1.05455  0.00
C: -2.18705 -2.95700 0.31667  0.05
H: -0.80981 -2.78497 -1.44323  0.01
H: -2.51572 -2.62541 -1.88043  -0.01
H: -2.77512 -2.19139 0.89753  -0.01
H: -2.73058 -3.90371 0.32014  0.01
C: 0.74436 -3.35699 0.39863  0.04
H: 1.58047 -3.64499 1.03617  -0.01
H: 1.10025 -2.65857 -0.36474  0.01
H: 0.38049 -4.25073 -0.10879  0.01
C: -0.99573 -3.84639 2.76214  0.02
H: -1.91854 -4.48245 2.61878  0.01
H: -1.06032 -3.18161 3.65975  0.02
H: -0.11447 -4.53627 2.82404  -0.01
C: -2.04730 -0.43809 -2.69737  0.10
H: -2.78955 0.32850 -2.98810  0.01
H: -2.55639 -1.39652 -2.89635  -0.01
H: -1.15974 -0.40316 -3.31372  -0.01
C: -3.60460 -0.37045 -0.92827  0.06
H: -4.20702 -0.60962 -0.06391  0.00
H: -3.91896 -1.04827 -1.74439  0.00
H: -3.85347 0.63016 -1.32672  0.00
Pt: -0.73759 -0.68780 1.39543  0.95
C: 0.82635 0.63650 -3.25327  0.00
C: 0.82415 1.29929 -4.44138  0.00
C: 1.05311 2.77658 -4.55386  0.00
C: 0.17150 3.82711 -3.88622  0.00
C: -1.17199 3.29780 -3.52536  0.00
C: -1.47121 2.50131 -2.48474  0.01
C: -0.42121 2.11984 -1.38905  0.02
C: 0.76639 1.23127 -1.87525  0.02
C: -0.82528 0.76428 2.92232  0.62
H: 0.88918 -0.48488 -3.14992  0.00
H: 0.73321 0.63723 -5.33896  0.00
H: 0.91743 2.95545 -5.61134  0.00
H: 2.10297 3.01023 -4.37072  0.00
H: 0.58163 4.33784 -3.03330  0.00
H: 0.01719 4.66029 -4.58234  0.00
H: -1.89218 3.33603 -4.30714  0.00
H: -2.55165 2.30708 -2.24946  0.00
H: -1.04713 1.60060 -0.59600  0.00
H: 0.02175 2.99574 -0.84788  0.01
H: 1.66985 1.81753 -1.67684  0.00
H: 0.84186 0.43943 -1.10706  -0.01
H: -0.07219 0.25030 3.53497  0.00
H: -1.88998 0.60833 3.16863  0.02
H: -0.58350 1.78364 2.51739  0.02
Cl: 1.72073 -2.27805 4.23205  0.13
C: 2.45463 -0.70865 4.24647  0.36
C: 3.18309 -0.34648 5.38127  -0.02
C: 3.86093 0.86346 5.47576  0.20
C: 3.78306 1.74353 4.38681  0.22
C: 3.07197 1.40895 3.23667  0.07
C: 2.34334 0.19883 3.14922  0.02
C: 1.65573 -0.10289 1.90874  0.57
H: 3.24682 -1.02087 6.24768  0.00
H: 4.42195 1.14912 6.37783  0.01
H: 4.29068 2.68932 4.41672  0.00
H: 3.03216 2.06215 2.37606  0.01
H: 1.68523 0.77236 1.23023  -0.01
H: 2.05509 -0.95171 1.33946  0.07

- ΔE to the lowest compared entry with this formula, charge and spin (kJ/mol) = 396.0
- spin multiplicity = 5
- net charge = +2
- F_max (eV/Å) = 7.9
- orbital gap (alpha / beta) (eV) = 7.08 / 2.68

=====

Record 2
Entry from OMol25: a molecular structure, C22H37ClP2Sn (ωB97M-V/def2-TZVPD).

Last column: natural (NBO) charge in e.
Cartesian coordinates (Å):
P: -3.04791 -0.33470 0.52126  0.74
P: 0.47370 -1.41915 1.68203  1.56
C: -1.71425 -1.39624 -0.27277  -0.73
C: -0.80639 -2.23074 0.65177  -0.73
H: -1.09714 -0.68776 -0.84198  0.25
H: -2.25602 -2.04615 -0.98473  0.25
H: -1.42602 -2.74748 1.40292  0.26
H: -0.29031 -2.99067 0.04064  0.27
C: 1.97784 -0.87363 0.82297  -0.98
H: 2.67783 -0.50385 1.59103  0.26
H: 1.76755 -0.03806 0.13567  0.28
H: 2.47315 -1.67342 0.25785  0.28
C: 0.94117 -2.47892 3.06642  -0.97
H: 1.45174 -3.38644 2.72683  0.29
H: 0.04468 -2.77416 3.63116  0.28
H: 1.60799 -1.91958 3.74067  0.27
C: -2.99024 1.00351 -0.75378  -0.93
H: -3.73331 1.76735 -0.48136  0.25
H: -3.23539 0.60512 -1.75300  0.22
H: -1.99491 1.47105 -0.77176  0.23
C: -4.60227 -1.11024 -0.13113  -0.92
H: -4.70134 -2.12892 0.27293  0.24
H: -4.61726 -1.12032 -1.23352  0.23
H: -5.43201 -0.48799 0.24360  0.25
Sn: 0.51483 0.80789 -2.79606  0.43
C: 1.48502 -1.30361 -2.78476  -0.31
C: 2.32134 -0.40181 -3.49312  -0.34
C: 2.30330 -0.20776 -4.99525  -0.44
C: 0.90425 -0.25453 -5.65737  -0.44
C: -0.26428 0.21911 -4.81340  -0.40
C: -0.95371 -0.59787 -3.86598  -0.29
C: -0.71832 -2.07619 -3.73764  -0.43
C: 0.75678 -2.40851 -3.49647  -0.45
C: -0.21985 0.16091 2.20741  -1.00
H: 1.62454 -1.44386 -1.70741  0.20
H: 3.25839 -0.07825 -3.01870  0.24
H: 2.96431 -0.94176 -5.49711  0.23
H: 2.73453 0.78265 -5.21408  0.23
H: 0.92969 0.42235 -6.53023  0.24
H: 0.73755 -1.26396 -6.05711  0.22
H: -0.85159 1.01883 -5.27619  0.26
H: -1.93933 -0.26364 -3.55198  0.23
H: -1.06647 -2.60614 -4.63697  0.23
H: -1.33492 -2.49161 -2.92713  0.21
H: 0.82849 -3.31686 -2.87818  0.22
H: 1.24650 -2.64540 -4.45211  0.23
H: 0.36764 0.53694 3.04750  0.24
H: -1.26615 0.04811 2.51851  0.30
H: -0.12013 0.91842 1.40920  0.27
Cl: 2.56783 0.79286 4.45521  0.10
C: 1.55382 2.13643 4.78834  0.09
C: 0.94218 2.23999 6.02553  -0.26
C: 0.18536 3.37922 6.34748  0.02
C: 0.05986 4.42685 5.42090  -0.25
C: 0.63793 4.32326 4.16568  -0.01
C: 1.42205 3.16941 3.78853  -0.23
C: 1.89284 3.03693 2.49631  0.00
H: 1.07577 1.42213 6.73269  0.27
H: -0.25248 3.47044 7.33981  0.26
H: -0.51279 5.32044 5.68630  0.27
H: 0.50771 5.11076 3.41441  0.25
H: 1.67480 3.83742 1.79582  0.24
H: 2.53185 2.22177 2.18390  0.23

- ΔE to the lowest compared entry with this formula, charge and spin (kJ/mol) = 0.0
- spin multiplicity = 1
- net charge = +2
- F_max (eV/Å) = 2.4
- orbital gap (alpha / beta) (eV) = 1.95 / 1.94